A cluster of 8 separate species, C67H133BN7O15 in total in a non-equilibrium geometry, computed with the ωB97M-V functional and the def2-TZVPD basis.

Atoms and positions in Å:
O: -1.75948 -1.28347 18.01892
C: -1.56095 -1.32178 16.78390
O: -1.38004 -0.36916 15.86608
B: -0.95426 -0.94379 14.58803
O: -1.42578 -2.38295 14.69045
C: -1.48776 -2.68265 15.96936
O: -1.54445 -3.80286 16.43985
O: 0.49246 -0.97133 14.53514
C: 0.83356 -0.53932 13.37969
O: 2.00074 -0.58830 12.91985
C: -0.46132 -0.00288 12.63000
O: -1.46949 -0.17188 13.45286
O: -0.45450 0.65887 11.61300
C: 3.64945 3.09793 19.36783
C: 4.68435 4.28599 19.41166
C: 4.05936 5.50030 20.17069
C: 4.32687 5.64049 21.61632
C: 5.90507 5.46242 21.70973
C: 6.42031 4.08625 21.34454
N: 6.04172 3.86420 19.92380
O: 6.42001 2.60101 19.36731
C: 7.92408 4.17609 21.34607
C: 5.86353 3.11473 22.36085
C: 4.94117 4.56792 17.93462
H: 3.53955 2.64800 20.35453
H: 3.83824 2.27583 18.67748
H: 2.62669 3.46401 19.27809
H: 4.30853 6.41013 19.62459
H: 3.01340 5.24499 20.00074
H: 3.92642 4.98045 22.38578
H: 3.85130 6.60234 21.80806
H: 6.28061 5.78456 22.68097
H: 6.24964 6.24909 21.03854
H: 8.46208 4.58643 22.20063
H: 8.47895 3.30508 20.99744
H: 8.11280 4.99935 20.65706
H: 5.64884 3.53071 23.34521
H: 4.97146 2.58401 22.02819
H: 6.64921 2.41783 22.65264
H: 5.34070 3.67642 17.45118
H: 5.78806 5.23714 17.78285
H: 4.03240 4.96911 17.48597
H: 5.72890 2.10891 19.81655
C: -13.61615 -0.59547 20.14522
C: -12.63788 -1.29451 21.11489
C: -12.38990 -2.60951 20.31909
C: -11.15136 -3.33809 20.83096
C: -9.91268 -2.41372 20.77119
C: -9.98388 -0.98306 21.42818
N: -11.41175 -0.53109 21.30348
O: -11.69860 0.78645 21.84270
C: -9.41163 -1.06679 22.85224
C: -9.07079 0.04544 20.69651
C: -13.27887 -1.59209 22.44596
H: -14.52751 -1.18214 20.02974
H: -13.28078 -0.43283 19.12093
H: -13.80015 0.37272 20.61089
H: -13.30825 -3.15859 20.52706
H: -12.44581 -2.59919 19.23057
H: -10.96017 -4.22749 20.23055
H: -11.25357 -3.47093 21.90801
H: -9.61409 -2.32148 19.72694
H: -9.15566 -3.08485 21.17690
H: -9.30128 -0.11060 23.36373
H: -10.17575 -1.63021 23.38775
H: -8.47854 -1.58736 23.06772
H: -9.58959 0.37814 19.79747
H: -8.89526 0.95858 21.26525
H: -8.10077 -0.30826 20.34717
H: -14.28728 -1.99633 22.35752
H: -13.26049 -0.58563 22.86406
H: -12.84468 -2.22984 23.21593
H: -11.88328 0.66009 22.77625
C: 0.44222 -6.98933 24.52903
C: 1.42562 -6.01618 25.06096
C: 1.53091 -6.25116 26.67233
C: 2.64905 -7.23085 27.06645
C: 3.91395 -6.67918 26.41228
C: 3.88296 -6.78753 24.88945
N: 2.73995 -5.95467 24.42184
O: 2.70906 -5.86176 23.02807
C: 5.23612 -6.15040 24.41751
C: 3.78900 -8.32028 24.43663
C: 0.84923 -4.64032 24.88035
H: 0.53942 -6.79878 23.46023
H: -0.55932 -6.71402 24.85954
H: 0.62618 -8.00349 24.88362
H: 1.65333 -5.34914 27.27190
H: 0.56049 -6.56435 27.05742
H: 2.30160 -8.23986 26.84446
H: 2.89131 -7.12216 28.12361
H: 4.77201 -7.30986 26.64480
H: 3.89795 -5.64904 26.76817
H: 6.13042 -6.69051 24.72835
H: 5.15313 -5.91602 23.35625
H: 5.31804 -5.14434 24.82889
H: 3.88168 -8.46627 23.36044
H: 4.44186 -8.92554 25.06555
H: 2.79353 -8.69572 24.67366
H: 0.01292 -4.53722 25.57177
H: 0.62655 -4.32989 23.85950
H: 1.67144 -3.94860 25.06360
H: 3.05615 -4.98277 22.85924
C: -5.85114 -10.54846 14.80298
C: -4.99081 -9.35795 15.27130
C: -5.86827 -8.10382 15.24108
C: -6.86658 -8.03151 16.45132
C: -6.17361 -8.21630 17.73582
C: -5.29754 -9.49132 17.83566
N: -4.38837 -9.63314 16.60511
O: -3.59350 -10.78758 16.60337
C: -4.54273 -9.29978 19.20995
C: -6.23521 -10.72804 18.16197
C: -3.85224 -9.19676 14.19917
H: -6.84106 -10.56451 15.25893
H: -5.25871 -11.44286 14.99582
H: -6.14440 -10.54503 13.75318
H: -5.21419 -7.23194 15.23106
H: -6.43065 -8.06810 14.30803
H: -7.62876 -8.80401 16.34908
H: -7.41015 -7.08907 16.38476
H: -6.96341 -8.33171 18.47811
H: -5.68698 -7.27242 17.98157
H: -5.12186 -9.52216 20.10620
H: -3.72829 -10.02389 19.23103
H: -4.29419 -8.24236 19.30040
H: -5.50151 -11.53402 18.14765
H: -6.78672 -10.63299 19.09733
H: -7.02594 -10.88362 17.42805
H: -3.29674 -8.34170 14.58437
H: -4.17884 -8.94178 13.19100
H: -3.26958 -10.06853 13.90148
H: -4.31497 -11.39376 16.78669
C: -3.44494 7.31016 16.46508
C: -2.77649 7.88143 15.15726
C: -2.26468 6.59752 14.37856
C: -1.93153 6.76750 12.95806
C: -3.28669 7.36576 12.34228
C: -3.85250 8.71236 12.94723
N: -3.93033 8.58931 14.48712
O: -4.56594 9.74576 14.95120
C: -3.25929 10.03207 12.45829
C: -5.27544 8.74734 12.29331
C: -1.61595 8.78806 15.54040
H: -3.99473 8.06157 17.03180
H: -2.70084 6.98371 17.19161
H: -4.14491 6.51571 16.20627
H: -1.39121 6.15730 14.85956
H: -2.98823 5.80077 14.55106
H: -1.63742 5.77053 12.62993
H: -1.09191 7.46255 12.96437
H: -3.91197 6.47297 12.33482
H: -3.20014 7.51259 11.26569
H: -3.15234 10.12978 11.37796
H: -3.56338 10.97403 12.91471
H: -2.18485 9.94830 12.62155
H: -5.45636 8.25142 11.33967
H: -6.04406 8.16575 12.80231
H: -5.74809 9.72386 12.18807
H: -1.26077 8.48138 16.52420
H: -1.97540 9.81071 15.65489
H: -0.75027 8.74677 14.87934
H: -5.28530 9.40281 15.48648
C: 4.39100 -1.48588 5.06035
C: 5.15027 -2.65028 5.73957
C: 5.45218 -3.59481 4.60461
C: 6.45272 -3.01486 3.55624
C: 7.77265 -2.83319 4.42653
C: 7.60775 -1.94843 5.67370
N: 6.40146 -2.17273 6.42183
O: 6.12976 -1.23657 7.46556
C: 8.68663 -2.23206 6.69544
C: 7.76700 -0.42883 5.25857
C: 4.30980 -3.37535 6.78785
H: 3.47540 -1.74202 4.52728
H: 4.98646 -0.81231 4.44403
H: 4.18072 -0.78125 5.86495
H: 5.67674 -4.59842 4.96579
H: 4.62185 -3.87906 3.95819
H: 6.17934 -2.09823 3.03360
H: 6.61957 -3.80307 2.82209
H: 8.63038 -2.55474 3.81427
H: 8.24676 -3.80507 4.56360
H: 8.48176 -3.15047 7.24559
H: 9.70626 -2.25562 6.31086
H: 8.65004 -1.59176 7.57679
H: 8.02055 0.27457 6.05170
H: 8.54095 -0.47014 4.49214
H: 6.80039 0.00486 5.00228
H: 3.57331 -3.87711 6.16022
H: 3.80728 -2.66629 7.44575
H: 4.77713 -4.16251 7.37952
H: 6.10672 -0.39798 6.99883
C: -11.56248 1.03742 9.53920
C: -11.18711 1.85725 10.79050
C: -12.36219 1.71475 11.78825
C: -12.50037 0.29953 12.41265
C: -11.16850 -0.00217 13.21007
C: -9.95292 -0.02125 12.30463
N: -9.98520 1.21177 11.46004
O: -8.89867 1.30176 10.73108
C: -8.74032 0.15077 13.37810
C: -9.82841 -1.39819 11.54711
C: -11.09670 3.42071 10.63304
H: -12.41929 1.55677 9.10996
H: -11.76867 0.03052 9.90214
H: -10.69250 1.06390 8.88305
H: -12.26528 2.43567 12.60004
H: -13.23484 1.95781 11.18204
H: -12.68501 -0.48499 11.67877
H: -13.32745 0.31254 13.12249
H: -11.41047 -0.95771 13.67537
H: -11.12504 0.90481 13.81306
H: -8.65572 -0.72662 14.01930
H: -7.77633 0.30924 12.89464
H: -8.96160 1.07097 13.91881
H: -10.81581 -1.72753 11.22358
H: -9.17213 -1.31538 10.68079
H: -9.39272 -1.98091 12.35871
H: -10.15649 3.54518 10.09582
H: -10.91737 3.91135 11.58970
H: -11.99910 3.89044 10.24175
H: -8.44173 2.00898 11.19221

Force components x, y, z for each atom (eV/Å):
0.6430 0.7345 -4.2093
-0.2331 -1.1846 2.2301
-0.3611 0.3318 1.7235
-1.4626 -0.9578 1.2584
0.3545 0.7395 -0.4515
-0.5425 -1.1300 1.0327
0.0481 1.4781 -0.4866
-0.2627 -0.0690 0.6566
4.2101 -0.1493 -3.4181
-3.7024 0.5363 1.1446
1.5633 1.9104 -0.8558
-0.0813 -0.9822 0.3970
-0.1996 -1.2255 0.9916
-0.1431 0.1708 1.6339
0.7262 -1.5828 -0.5711
-0.9137 -2.3841 -1.8815
1.9899 -0.2895 0.8791
-1.6193 2.5719 0.2212
-0.6453 0.2875 -0.3252
-0.2406 1.6236 -0.0803
-0.6953 0.8911 1.3688
1.3096 1.0235 -0.6681
0.4350 -1.2151 0.7948
0.5270 0.5425 -0.0128
0.3678 -0.2701 0.3709
0.1077 0.4001 -0.2229
0.0863 0.1590 -0.8171
0.0714 0.0804 0.1941
-0.3209 0.8929 -0.0146
-0.6571 -0.5622 -0.6994
0.9062 0.4365 0.8017
0.0362 -0.4015 0.2310
0.5786 -0.2329 -0.3608
-0.6397 -0.4819 0.8629
-0.3870 -0.1517 -0.0259
0.2470 -0.2551 -0.5805
-0.3056 0.6195 -0.1899
0.0895 -0.0636 0.0137
-0.1279 -0.6075 -0.4481
-0.7276 -0.2261 -0.0870
-0.2411 0.6418 0.3058
0.0941 -0.1969 -0.3835
0.0888 -1.4245 -0.3176
-0.1779 1.0800 1.0945
0.9779 -1.8952 -2.4353
0.1331 -0.8320 1.1676
-0.1746 1.8561 0.0809
0.0031 -0.3503 -1.0075
0.7799 -0.1789 -0.4316
0.7437 1.0079 -0.2149
0.6635 -1.0773 -0.7567
-1.5524 -0.3486 1.1750
-0.8011 0.1525 -0.9683
-0.8113 0.7014 0.6533
-0.1463 0.0694 0.4199
0.6870 -0.0513 0.2911
-0.6206 0.1789 -0.3695
0.0105 -0.5001 0.2891
0.6306 0.8905 -0.1035
0.0794 -0.2261 0.5349
-0.3841 -0.9763 -0.0229
-0.1030 0.3514 -0.2034
0.5598 0.7405 0.4706
-0.2615 0.2474 -0.2598
0.0054 -0.1151 0.6179
0.1177 -0.1228 -0.9267
-0.0642 -0.0393 -0.1556
-0.1273 -0.1930 0.3219
-0.0012 -0.4893 0.3935
-0.2486 0.4812 -0.1568
-0.9702 -0.1222 0.6608
0.9245 -0.1930 -0.5721
0.1316 -0.0443 0.4063
-0.1342 -0.4037 -0.5864
0.2235 0.6949 2.3607
0.3517 -0.0144 -0.6206
-0.4207 0.9704 0.0431
-0.9768 -1.8414 -0.7886
0.0565 -0.1876 -0.6092
2.0529 -0.4811 1.5019
-0.5182 -0.3618 -0.3846
-1.4652 0.7330 -0.3095
-0.7603 1.2868 0.7786
0.4712 1.1210 0.0049
-0.5035 -0.9723 -0.2942
-0.0188 0.0292 -0.0878
0.0830 -0.1735 -0.5402
0.4981 0.5754 -0.5846
-0.2302 -0.4595 -0.4903
0.6453 -0.1770 -0.0739
-0.6261 -0.4163 0.3192
0.2809 0.5403 0.7653
0.9482 0.0754 -0.2705
-0.2123 -0.2928 -0.3635
0.5515 -0.7270 -0.2368
-0.0786 0.0424 0.5041
0.5338 0.1085 0.1400
0.4618 -0.0367 -0.4567
-0.1601 0.1338 0.0307
-0.0939 0.5123 -0.2770
-0.7103 -0.7002 -0.1726
-0.1794 0.2670 0.8751
-0.0718 0.1514 -0.1776
-0.3680 -0.1162 0.1157
-0.3097 -1.4430 -1.8105
-0.1856 0.1910 1.2511
0.0942 -0.2162 -2.4164
-0.0661 -0.0711 0.4596
-0.8767 0.3849 1.3013
-0.8737 2.8942 1.1515
-1.0539 0.0922 0.4280
0.3997 -0.1941 -1.2378
0.5736 0.6911 -1.5246
-0.3649 0.6440 0.4813
0.1952 -0.2995 0.6308
-0.4638 -0.3365 -0.0955
0.6666 0.2760 -0.2983
-0.0176 0.2072 0.2382
0.0977 -0.2030 -0.0920
-0.0859 -0.1748 -0.2593
0.0589 0.1196 0.1919
0.1355 -0.0358 0.4360
0.6866 -0.2667 0.0933
-0.5832 -0.1274 -0.3872
0.5289 0.5258 0.0841
0.8635 -0.2808 -0.0288
-0.6707 -0.7297 0.4869
0.6602 0.0361 0.2068
0.2866 -0.2077 -0.3630
0.7705 -0.3145 -0.3151
-0.9540 0.5573 0.2150
0.3288 -0.2031 1.1936
0.5408 -1.4014 -0.1343
0.4213 0.5367 -0.1728
-0.8925 -0.1982 1.4952
-0.8479 0.1090 1.9670
-1.5609 1.5983 -0.2728
2.5316 -0.2331 -0.5532
-2.2411 -1.1583 0.1072
0.1014 -2.2141 -4.4858
1.1242 0.2757 1.0344
3.0244 -0.6477 -0.0916
-1.7883 -0.4877 0.7674
0.0579 0.2245 0.4878
-0.1324 0.3572 -0.2639
0.1348 -0.4722 -0.2459
0.1287 -0.0286 0.0787
0.2287 0.5814 0.6847
-0.4569 0.0778 -0.4029
-0.0588 0.3107 -0.8147
0.1354 0.0369 -0.7699
-0.9208 0.5074 0.7786
0.3482 0.4395 -0.1299
-1.1420 -0.1075 -0.2625
-0.5287 -0.4626 0.0646
0.4845 0.2976 0.7338
1.2412 0.2019 -0.5646
0.1979 -0.0924 1.0384
0.4510 0.3042 0.1594
0.1963 0.0174 0.0209
0.1359 0.1065 -0.1478
-0.1843 0.1279 -0.2697
-0.1850 -0.0251 0.0285
0.0010 1.2171 1.4602
0.3712 0.8672 -0.0987
0.4087 -0.3708 -1.8103
1.8883 -1.1307 2.4013
-0.3464 -0.4723 -1.5712
1.0146 1.8125 0.8185
-1.9175 -2.0437 -0.4761
0.4700 -0.7409 -1.1673
0.9023 -0.6570 1.1483
-0.4221 -0.6539 0.2184
-0.9656 0.3058 -0.7895
0.0588 -0.1851 0.2035
0.3235 -0.7181 -0.5244
-0.8259 -0.0039 0.2136
1.1372 0.0541 0.1358
-1.0809 0.6624 0.5958
-0.3540 -0.0797 0.3357
0.1513 0.1581 -0.1793
-0.1260 1.5091 -0.1847
-0.9970 -0.6678 1.2351
0.0401 -0.6632 -0.7242
0.0273 0.1067 -0.1314
0.0046 0.8353 -0.4769
0.7605 -0.5293 0.3712
-0.3463 0.8536 -0.1833
0.0518 -0.2304 -1.1777
-0.5974 -0.0903 0.3591
0.0304 -0.1295 0.0568
0.5584 0.3292 -0.1894
-0.2141 0.6514 0.1298
0.7713 1.4378 0.6931
-0.9844 -1.1429 2.2503
-0.0829 -1.4054 -0.2972
1.1334 0.7549 0.0518
-2.5516 0.6506 -1.8243
0.6209 0.3152 0.6340
-4.0988 0.3949 2.6979
3.3300 0.7226 -2.2040
-0.7322 0.2785 -1.8860
0.0434 1.7865 0.8832
1.7745 -1.5078 0.1623
-0.0884 -0.4920 -0.4496
-0.1570 0.0625 -0.5349
-0.2370 -0.2571 -0.3223
-0.0061 0.0543 0.0019
-0.3415 0.1415 0.2874
-0.1564 0.0752 -0.0998
-0.0823 -0.1350 -0.0140
0.8380 0.1831 0.6773
0.3745 -0.5895 0.8823
-0.1950 0.1574 0.1035
0.0192 -0.2169 -0.1713
0.0094 -0.2253 0.3083
0.0977 -0.2863 0.1199
0.1268 -0.0987 0.2005
-0.1464 -0.8548 -0.6292
-0.3639 0.8237 -0.7374
-0.0484 -0.3574 0.2902
0.2548 -0.3295 -0.5902
0.8822 0.0570 -0.4796

spin multiplicity: 1
energy above the lowest of the compared OMol25 structures with the same formula, charge and spin: 268.6 kcal per mole
maximum force: 5.42 eV Å⁻¹
LUMO energy: 0.0607 Ha
charge: -1
HOMO-LUMO gap: 8.29 eV
highest occupied orbital energy: -6.636 eV